C7H10 | ωB97M-V with the def2-TZVPD basis set

Values from the calculation:
F_max, eV/A: 0.52
Orbital gap, eV: 9.810
Total charge: 0
HOMO level, eV: -8.75
Calculated total energy, Ha: -272.647234

Each line ends with the Löwdin charge.
Element x y z (Å)
H1 -0.127 -1.637 -1.315  0.11
H2 -2.241 1.842 -0.221  0.10
C1 -0.443 -0.806 1.012  -0.08
H3 -0.221 -1.880 0.993  0.11
C2 -0.361 -0.588 -1.092  -0.09
C3 -1.502 -0.396 -0.056  -0.24
H4 0.341 2.347 0.277  0.11
H5 2.422 0.397 0.984  0.08
H6 -2.465 -0.905 -0.129  0.13
C4 -0.168 1.394 0.185  -0.05
H7 2.385 -1.037 -0.069  0.08
C5 -1.464 1.134 0.032  -0.06
C6 2.001 -0.020 0.063  -0.04
H8 -0.574 -0.454 2.041  0.11
H9 2.365 0.589 -0.775  0.08
C7 0.493 0.017 0.079  -0.46
H10 -0.441 0.001 -2.010  0.11